[1]
ORCA calculation (the ωB97M-V functional and the def2-TZVPD basis) on a single C2H5NOS molecule in a non-equilibrium geometry.

```
10
C2H5NOS (the ωB97M-V functional and the def2-TZVPD basis)
H -0.646 -1.751 0.313
H 0.134 1.933 0.064
H -0.285 1.010 -1.325
S 2.718 0.251 0.023
H 0.799 -2.141 -0.174
H -1.470 0.409 1.123
C 0.556 -0.083 0.048
O -1.674 0.715 0.205
N 0.232 -1.331 -0.026
C -0.363 0.988 -0.250
```

Calculated values
lowest unoccupied orbital energy	-0.5	eV
charge	0
energy relative to the best compared isomer or geometry (same formula, charge and spin)	349.2	kJ/mol
orbital gap	0.2756	hartree
structure (SMILES)	NC(=S)CO

***

[2]
ORCA calculation (the ωB97M-V functional and the def2-TZVPD basis) on 2 unconnected molecules or ions with the total composition C2H5NP2.

```
10
C2H5NP2 (the ωB97M-V functional and the def2-TZVPD basis)
H 0.925 1.043 1.891
N -2.043 0.016 -1.677
H 0.778 -1.659 -1.350
H 0.423 -2.320 0.528
P 1.124 -1.250 -0.063
C -1.198 0.018 -0.894
H -0.705 2.098 1.141
P -0.424 0.830 1.636
C -0.209 -0.024 0.077
H 1.329 1.248 -1.288
```

Calculated values
lowest unoccupied orbital energy (spin up / spin down)	-1.0 / -1.7	eV
charge	0
energy relative to the best compared isomer or geometry (same formula, charge and spin)	416.1	kJ/mol
orbital gap (spin up / spin down)	0.2820 / 0.3145	hartree

***

[3]
ORCA calculation (the ωB97M-V functional and the def2-TZVPD basis) on 2 unconnected molecules or ions with the total composition C2H5NS in a non-equilibrium geometry.

```
9
C2H5NS (the ωB97M-V functional and the def2-TZVPD basis)
C -0.983 0.551 -1.263
S 2.069 0.798 1.933
C -0.976 -0.256 -0.267
H 2.132 -1.200 1.189
N 1.374 -0.565 1.572
H -0.410 1.472 -1.335
H -1.508 0.464 -2.180
H -0.198 -0.081 0.435
H -1.501 -1.183 -0.083
```

Calculated values
lowest unoccupied orbital energy (spin up / spin down)	-1.5 / -1.5	eV
charge	0
energy relative to the best compared isomer or geometry (same formula, charge and spin)	320.8	kJ/mol
orbital gap (spin up / spin down)	0.2714 / 0.2711	hartree
structure (SMILES)	C=C.N=S

***

[4]
ORCA calculation (the ωB97M-V functional and the def2-TZVPD basis) on a molecular structure, C2H5NS2 in a non-equilibrium geometry.

```
10
C2H5NS2 (the ωB97M-V functional and the def2-TZVPD basis)
C -0.587 0.381 0.010
H -2.433 1.003 0.621
H 2.201 -1.278 1.368
C 1.723 -0.899 0.098
S 1.088 0.738 -0.191
N -1.454 1.410 0.232
H -1.023 2.133 1.666
S -1.032 -1.118 -0.107
H 0.924 -1.784 -0.528
H 2.794 -0.759 -0.625
```

Calculated values
lowest unoccupied orbital energy	-1.3	eV
charge	0
energy relative to the best compared isomer or geometry (same formula, charge and spin)	612.6	kJ/mol
orbital gap	0.2665	hartree

***

[5]
ORCA calculation (the ωB97M-V functional and the def2-TZVPD basis) on a single C2H5NS2 molecule in a non-equilibrium geometry.

```
10
C2H5NS2 (the ωB97M-V functional and the def2-TZVPD basis)
H -1.456 0.468 2.947
N -0.375 0.383 0.911
C -0.204 -0.183 -0.253
H 0.974 -0.230 -3.092
H -0.900 -0.789 -0.792
S -1.868 0.752 1.694
S 1.453 -0.301 -0.728
H 2.469 -0.926 -2.777
C 1.406 -0.914 -2.348
H 0.977 -1.834 -2.525
```

Calculated values
lowest unoccupied orbital energy	0.8	eV
charge	0
energy relative to the best compared isomer or geometry (same formula, charge and spin)	179.9	kJ/mol
orbital gap	0.3305	hartree
structure (SMILES)	CS/C=N/S

***

[6]
ORCA calculation (the ωB97M-V functional and the def2-TZVPD basis) on 2 unconnected molecules or ions with the total composition C2H5NSi in a non-equilibrium geometry.

```
9
C2H5NSi (the ωB97M-V functional and the def2-TZVPD basis)
H -0.780 -0.329 2.051
N -1.103 -1.288 -3.696
H -0.156 -0.100 2.378
Si -0.268 1.445 -1.053
H -0.765 -1.024 -0.685
C -1.206 -0.290 -1.313
H -1.434 2.140 -0.453
C -1.233 -0.812 -2.647
H -2.207 -0.256 -0.978
```

Calculated values
lowest unoccupied orbital energy	-1.4	eV
charge	0
energy relative to the best compared isomer or geometry (same formula, charge and spin)	245.9	kJ/mol
orbital gap	0.2882	hartree

***

[7]
ORCA calculation (the ωB97M-V functional and the def2-TZVPD basis) on 2 unconnected molecules or ions with the total composition C2H5O in a non-equilibrium geometry.

```
8
C2H5O (the ωB97M-V functional and the def2-TZVPD basis)
C -1.711 0.708 -0.157
H 2.452 -1.132 0.264
H -1.697 0.728 -1.217
H 0.231 -0.221 0.044
C -0.640 0.158 0.596
H -0.507 -0.003 1.658
O 2.032 -0.704 -0.457
H -2.625 1.067 0.271
```

Calculated values
lowest unoccupied orbital energy	4.5	eV
charge	-1
energy relative to the best compared isomer or geometry (same formula, charge and spin)	107.5	kJ/mol
orbital gap	0.2485	hartree

***

[8]
ORCA calculation (the ωB97M-V functional and the def2-TZVPD basis) on 2 unconnected molecules or ions with the total composition C2H5O2.

```
9
C2H5O2 (the ωB97M-V functional and the def2-TZVPD basis)
O -2.079 -0.760 0.307
H -1.175 -0.438 0.462
C 1.034 0.592 -0.243
H -2.323 -0.094 -0.352
C 1.567 -0.666 -0.244
H 1.024 -1.472 0.240
H 2.564 -0.884 -0.610
H 1.699 1.366 -0.685
O -0.111 0.963 0.193
```

Calculated values
lowest unoccupied orbital energy	4.8	eV
charge	-1
energy relative to the best compared isomer or geometry (same formula, charge and spin)	84.7	kJ/mol
orbital gap	0.2717	hartree

***

[9]
ORCA calculation (the ωB97M-V functional and the def2-TZVPD basis) on 2 unconnected molecules or ions with the total composition C2H5O2 in a non-equilibrium geometry.

```
9
C2H5O2 (the ωB97M-V functional and the def2-TZVPD basis)
H -2.193 -0.066 -0.059
H 1.041 -0.729 0.538
O 0.462 -0.016 -0.903
O 1.267 -1.442 1.219
H -2.122 1.806 0.381
H 0.459 -1.972 0.967
C -1.500 0.839 0.085
C -0.338 0.929 -0.669
H 0.012 2.014 -0.852
```

Calculated values
lowest unoccupied orbital energy	4.8	eV
charge	-1
energy relative to the best compared isomer or geometry (same formula, charge and spin)	138.6	kJ/mol
orbital gap	0.2763	hartree

***

[10]
ORCA calculation (the ωB97M-V functional and the def2-TZVPD basis) on a single C2H5O2P molecule in a non-equilibrium geometry.

```
10
C2H5O2P (the ωB97M-V functional and the def2-TZVPD basis)
O 0.776 -0.902 0.080
C -1.843 1.089 0.797
H 0.938 -0.444 -2.111
H 2.274 -1.506 -1.190
O -2.251 1.563 1.828
H -2.601 0.965 0.021
C 1.493 -0.572 -1.113
H -0.849 -0.866 1.466
H 2.054 0.423 -0.823
P 0.010 0.251 1.044
```

Calculated values
lowest unoccupied orbital energy	0.3	eV
charge	0
energy relative to the best compared isomer or geometry (same formula, charge and spin)	248.9	kJ/mol
orbital gap	0.3390	hartree
structure (SMILES)	COPC=O

***

[11]
ORCA calculation (the ωB97M-V functional and the def2-TZVPD basis) on 2 unconnected molecules or ions with the total composition C2H5O2S in a non-equilibrium geometry.

```
10
C2H5O2S (the ωB97M-V functional and the def2-TZVPD basis)
H -0.923 -0.587 0.865
H 0.429 -1.098 -1.252
C 1.035 0.923 1.443
O 0.030 1.392 0.865
C -0.539 -0.625 -1.405
H -1.005 -0.900 -2.348
H 1.571 1.655 2.089
S -1.771 -0.984 -0.137
O 1.498 -0.229 1.303
H -0.326 0.453 -1.424
```

Calculated values
lowest unoccupied orbital energy	3.7	eV
charge	-1
energy relative to the best compared isomer or geometry (same formula, charge and spin)	50.2	kJ/mol
orbital gap	0.2915	hartree

***

[12]
ORCA calculation (the ωB97M-V functional and the def2-TZVPD basis) on 2 unconnected molecules or ions with the total composition C2H5O2S2 in a non-equilibrium geometry.

```
11
C2H5O2S2 (the ωB97M-V functional and the def2-TZVPD basis)
H 1.684 2.796 -0.312
H -0.768 -0.246 1.236
H -0.579 -4.578 -0.434
H -1.209 -0.150 -0.445
O 1.194 -4.012 0.320
C 0.031 -3.733 -0.004
H 0.544 -0.147 -0.001
O -0.574 -2.639 0.058
S 0.491 2.857 -0.911
C -0.459 0.134 0.264
S -0.620 1.945 0.578
```

Calculated values
lowest unoccupied orbital energy	2.8	eV
charge	-1
energy relative to the best compared isomer or geometry (same formula, charge and spin)	63.3	kJ/mol
orbital gap	0.2530	hartree

***

[13]
ORCA calculation (the ωB97M-V functional and the def2-TZVPD basis) on a molecular structure, C2H5O2Sm in a non-equilibrium geometry.

```
10
C2H5O2Sm (the ωB97M-V functional and the def2-TZVPD basis)
H -0.469 0.058 2.723
O -0.865 0.923 2.893
H 0.571 3.169 2.151
Sm 0.846 0.576 -0.478
C 0.150 1.635 3.592
H 1.967 2.667 3.090
H 0.740 0.906 4.178
H -0.328 2.393 4.227
O 1.481 1.319 1.645
C 1.076 2.271 2.564
```

Calculated values
lowest unoccupied orbital energy (spin up / spin down)	0.1 / -0.1	eV
multiplicity	8
charge	0
energy relative to the best compared isomer or geometry (same formula, charge and spin)	28.9	kJ/mol
orbital gap (spin up / spin down)	0.2011 / 0.3185	hartree

***

[14]
ORCA calculation (the ωB97M-V functional and the def2-TZVPD basis) on 2 unconnected molecules or ions with the total composition C2H5O3.

```
10
C2H5O3 (the ωB97M-V functional and the def2-TZVPD basis)
H -2.217 -0.775 1.460
H -0.628 -0.950 2.202
H -0.064 0.162 -0.100
C -1.152 -0.781 1.241
H 1.193 1.772 -0.874
O -0.763 0.411 0.626
O 0.925 -0.175 -1.155
C 1.488 0.899 -1.506
H -0.990 -1.652 0.594
O 2.207 1.089 -2.488
```

Calculated values
lowest unoccupied orbital energy	4.2	eV
charge	-1
energy relative to the best compared isomer or geometry (same formula, charge and spin)	76.8	kJ/mol
orbital gap	0.3238	hartree

***

[15]
ORCA calculation (the ωB97M-V functional and the def2-TZVPD basis) on a single C2H5O3P molecule in a non-equilibrium geometry.

```
11
C2H5O3P (the ωB97M-V functional and the def2-TZVPD basis)
P 1.254 -0.634 0.323
H -1.907 -0.292 1.503
H -1.287 0.210 -0.033
H -2.062 -1.231 -0.002
O 1.300 -0.476 -1.747
C 1.623 1.875 0.306
C -1.435 -0.611 0.536
H 0.928 2.828 0.141
O 0.828 0.881 0.541
H 0.982 -1.285 -2.152
O -0.225 -1.266 0.583
```

Calculated values
lowest unoccupied orbital energy	-0.2	eV
charge	0
energy relative to the best compared isomer or geometry (same formula, charge and spin)	482.0	kJ/mol
orbital gap	0.3247	hartree

***

[16]
ORCA calculation (the ωB97M-V functional and the def2-TZVPD basis) on a single C2H5OP molecule in a non-equilibrium geometry.

```
9
C2H5OP (the ωB97M-V functional and the def2-TZVPD basis)
H -1.447 1.163 -1.454
C 0.890 0.188 0.487
H -0.149 -1.657 0.631
C -0.329 -0.637 0.610
H -1.243 -0.396 1.006
P 0.253 -0.243 -1.201
H 1.708 -0.497 0.821
H 0.992 1.119 1.005
O -0.676 0.960 -1.904
```

Calculated values
lowest unoccupied orbital energy	1.0	eV
charge	0
energy relative to the best compared isomer or geometry (same formula, charge and spin)	80.9	kJ/mol
orbital gap	0.3749	hartree
structure (SMILES)	OP1CC1

***

[17]
ORCA calculation (the ωB97M-V functional and the def2-TZVPD basis) on 2 unconnected molecules or ions with the total composition C2H5OP in a non-equilibrium geometry.

```
9
C2H5OP (the ωB97M-V functional and the def2-TZVPD basis)
H 1.795 -0.194 -2.020
H 1.413 -0.279 -0.207
O -1.196 0.853 -0.934
H -0.635 0.398 2.518
H -0.635 -1.040 1.384
C 1.100 -0.472 -1.283
H 0.094 -0.543 -1.478
C -0.685 0.048 1.517
P -1.250 1.229 0.504
```

Calculated values
lowest unoccupied orbital energy (spin up / spin down)	0.2 / -2.8	eV
charge	0
energy relative to the best compared isomer or geometry (same formula, charge and spin)	415.3	kJ/mol
orbital gap (spin up / spin down)	0.3750 / 0.2052	hartree

***

[18]
ORCA calculation (the ωB97M-V functional and the def2-TZVPD basis) on a molecular structure, C2H5OP in a non-equilibrium geometry.

```
9
C2H5OP (the ωB97M-V functional and the def2-TZVPD basis)
P 0.992 0.309 0.701
H -1.922 0.205 0.223
C -1.407 0.431 1.130
H 0.074 0.131 -1.514
H 1.443 1.518 0.291
C 0.665 -0.578 -0.994
H 1.666 -0.657 -1.356
H 0.250 -1.600 -0.704
O -1.761 0.241 2.223
```

Calculated values
lowest unoccupied orbital energy	0.3	eV
charge	0
energy relative to the best compared isomer or geometry (same formula, charge and spin)	236.3	kJ/mol
orbital gap	0.3161	hartree

***

[19]
ORCA calculation (the ωB97M-V functional and the def2-TZVPD basis) on a single C2H5OP molecule in a non-equilibrium geometry.

```
9
C2H5OP (the ωB97M-V functional and the def2-TZVPD basis)
C 0.526 -0.183 -0.250
H 1.872 -0.460 0.983
O 1.015 -0.703 1.013
H -0.350 1.551 -0.972
H -1.014 1.264 0.688
C -0.611 0.844 -0.252
H 1.401 -0.075 -0.905
H -1.676 -1.413 0.432
P -1.163 -0.824 -0.738
```

Calculated values
lowest unoccupied orbital energy	0.9	eV
charge	0
energy relative to the best compared isomer or geometry (same formula, charge and spin)	171.6	kJ/mol
orbital gap	0.3557	hartree
structure (SMILES)	O[C@@H]1CP1

***

[20]
ORCA calculation (the ωB97M-V functional and the def2-TZVPD basis) on a single C2H5OP molecule in a non-equilibrium geometry.

```
9
C2H5OP (the ωB97M-V functional and the def2-TZVPD basis)
O -2.195 -0.424 -0.182
H -2.204 -0.005 -1.018
C 0.606 -0.513 0.560
H 1.294 -0.534 1.406
H 0.281 -1.401 0.175
C 0.870 0.595 -0.324
P -0.976 0.587 0.569
H 1.424 1.359 0.143
H 0.900 0.336 -1.329
```

Calculated values
lowest unoccupied orbital energy (spin up / spin down)	1.1 / -2.4	eV
multiplicity	3
charge	0
energy relative to the best compared isomer or geometry (same formula, charge and spin)	163.8	kJ/mol
orbital gap (spin up / spin down)	0.2310 / 0.2570	hartree